# 1
DFT (the ωB97M-V functional and the def2-TZVPD basis) results for a cluster of 2 separate species, C4H7NO in total.

Structure (ORCA input):
```
! wB97M-V def2-TZVPD RIJCOSX def2/J DEFGRID3
* xyz 0 1
N -2.03 -0.56 -1.70
C -1.03 0.11 -1.34
O -0.18 -0.40 -0.42
C 0.85 0.40 0.05
C 0.64 1.48 0.79
C 1.02 -2.09 1.26
H -2.55 -0.06 -2.41
H -0.72 1.10 -1.70
H 1.83 0.00 -0.21
H 1.49 2.05 1.15
H -0.36 1.81 1.06
H -0.06 -2.33 1.24
H 1.12 -1.53 2.22
*
```

HOMO-LUMO gap (spin up / spin down)	8.81 / 8.76	eV
E_HOMO (spin up / spin down)	-9.4522 / -9.4123	eV
E	-7792.8887	eV
ΔE to the lowest compared entry with this formula, charge and spin	651.8	kJ/mol

Here are the Mulliken charges for atoms 1 to 4, given in e:
1 N -0.577
2 C 0.110
3 O -0.328
4 C -0.331

***

# 2
DFT (the ωB97M-V functional and the def2-TZVPD basis) results for a cluster of 5 separate species, CH14NO4 in total at a distorted geometry.

Structure (ORCA input):
```
! wB97M-V def2-TZVPD RIJCOSX def2/J DEFGRID3
* xyz 1 1
C -0.62 -0.75 1.31
N 0.48 -1.12 0.33
H -0.19 -0.05 2.02
H -1.30 -0.14 0.74
H -1.02 -1.59 1.86
H 0.12 -0.98 -0.62
H 0.58 -2.11 0.54
H 1.34 -0.60 0.52
H -3.27 -1.95 -3.46
H -3.03 -0.55 -2.98
O -2.55 -1.34 -3.24
H 0.39 4.45 1.78
H 1.89 4.40 2.06
O 1.10 3.83 1.99
H 1.29 1.74 2.12
H 2.65 1.31 1.68
O 1.73 1.01 1.67
H -0.58 -1.67 -2.91
H 0.71 -2.28 -2.95
O 0.27 -1.59 -2.44
*
```

HOMO-LUMO gap	12.11	eV
E_HOMO	-14.8449	eV
E	-10938.4998	eV
ΔE to the lowest compared entry with this formula, charge and spin	82.5	kJ/mol

Here are the Mulliken charges for atoms 1 to 4, given in e:
1 C -0.710
2 N -0.190
3 H 0.272
4 H 0.316

***

# 3
DFT (the ωB97M-V functional and the def2-TZVPD basis) results for a cluster of 6 separate species, C12H36O12 in total at a distorted geometry.

Structure (ORCA input):
```
! wB97M-V def2-TZVPD RIJCOSX def2/J DEFGRID3
* xyz 0 1
O 1.17 5.75 -1.41
C 1.33 7.19 -1.58
C 1.45 7.50 -3.08
O 0.12 7.34 -3.63
H 1.05 5.45 -0.51
H 0.56 7.61 -0.94
H 2.18 7.59 -1.02
H 2.17 6.85 -3.58
H 1.80 8.52 -3.18
H -0.28 8.01 -3.06
O 4.86 -6.07 4.23
C 4.02 -5.04 3.85
C 4.19 -3.68 4.43
O 5.34 -3.17 4.04
H 5.64 -5.83 3.73
H 4.15 -4.97 2.77
H 2.98 -5.24 4.06
H 3.95 -3.51 5.48
H 3.38 -3.03 4.08
H 5.35 -2.21 4.08
O -0.53 -7.10 0.44
C -0.27 -8.25 -0.37
C 0.37 -9.40 0.42
O -0.61 -9.95 1.38
H -0.17 -6.36 -0.07
H -1.21 -8.69 -0.70
H 0.19 -8.01 -1.33
H 1.27 -9.08 0.94
H 0.63 -10.26 -0.21
H -0.63 -9.46 2.21
O -0.40 3.28 -5.21
C -1.76 3.21 -5.64
C -2.05 4.17 -6.79
O -1.17 3.88 -7.87
H -0.19 4.14 -4.86
H -1.82 2.16 -5.95
H -2.36 3.32 -4.74
H -2.03 5.26 -6.77
H -3.06 3.92 -7.12
H -0.32 4.17 -7.54
O 0.86 0.44 -0.64
C -0.36 -0.18 -0.91
C -0.59 -1.50 -0.25
O 0.62 -2.27 -0.08
H 0.93 1.22 -1.20
H -1.14 0.55 -0.72
H -0.40 -0.44 -1.97
H -1.43 -2.13 -0.53
H -0.92 -1.21 0.74
H 1.22 -1.56 0.13
O -4.87 4.10 4.73
C -4.00 3.13 5.14
C -3.44 2.36 3.92
O -2.72 1.23 4.38
H -5.38 4.53 5.43
H -3.23 3.70 5.65
H -4.42 2.35 5.78
H -2.64 3.02 3.59
H -4.02 2.02 3.06
H -3.36 0.63 4.77
*
```

HOMO-LUMO gap	10.06	eV
E_HOMO	-9.8636	eV
E	-37591.1723	eV
ΔE to the lowest compared entry with this formula, charge and spin	390.2	kJ/mol

Here are the Mulliken charges for atoms 1 to 4, given in e:
1 O -0.492
2 C -0.362
3 C -0.500
4 O -0.462

***

# 4
DFT (the ωB97M-V functional and the def2-TZVPD basis) results for a cluster of 9 separate species, C25H62ClIN16O13S in total at a distorted geometry.

Structure (ORCA input):
```
! wB97M-V def2-TZVPD RIJCOSX def2/J DEFGRID3
* xyz 0 1
C 2.08 1.88 0.97
C 2.52 0.31 0.81
C 3.58 0.11 -0.47
C 3.01 -1.08 -1.48
C 1.84 -0.52 -2.50
C 1.10 -1.73 -3.38
C -0.36 -1.22 -3.95
C -1.65 -2.05 -3.33
C -2.81 -0.96 -2.89
C -3.00 -0.79 -1.27
C -3.80 0.63 -0.89
I -5.93 0.39 -1.43
C -3.09 1.96 -1.52
C -4.01 2.70 -2.70
O -1.60 -0.57 -0.78
S -0.98 -1.84 0.17
O -0.68 -1.59 1.68
O 0.17 -2.73 -0.36
O -2.34 -2.89 -0.09
C -3.58 -2.12 -0.43
C -4.40 -3.27 -1.33
C -4.21 -1.87 1.07
C -5.08 -3.14 1.67
O -6.30 -3.50 1.27
Cl -4.31 -4.17 3.05
H 1.82 2.31 -0.09
H 1.07 1.87 1.61
H 2.90 2.57 1.47
H 1.57 -0.33 0.50
H 2.95 -0.16 1.81
H 4.66 -0.09 -0.07
H 3.60 1.14 -1.04
H 2.63 -1.95 -0.78
H 3.95 -1.50 -2.06
H 2.38 0.17 -3.29
H 1.03 0.14 -1.93
H 1.80 -1.87 -4.33
H 1.07 -2.75 -2.81
H -0.40 -0.05 -3.72
H -0.35 -1.37 -5.13
H -2.11 -2.65 -4.25
H -1.37 -2.84 -2.52
H -2.58 0.03 -3.47
H -3.86 -1.35 -3.31
H -3.77 0.77 0.30
H -2.07 1.69 -2.07
H -2.88 2.74 -0.67
H -3.42 3.57 -3.26
H -4.98 3.21 -2.26
H -4.33 1.93 -3.55
H -5.49 -2.81 -1.47
H -3.88 -3.48 -2.37
H -4.43 -4.32 -0.77
H -3.33 -1.68 1.86
H -4.90 -0.92 1.16
N -0.68 -5.39 -3.55
C -1.09 -5.25 -4.82
N -0.69 -6.23 -5.65
O -1.77 -4.31 -5.20
H -0.12 -6.15 -3.22
H -0.96 -4.67 -2.90
H -0.98 -6.16 -6.62
H -0.12 -7.01 -5.36
N -8.65 -5.74 0.18
C -9.33 -6.58 0.99
N -8.80 -6.72 2.22
O -10.35 -7.16 0.64
H -7.82 -5.26 0.45
H -9.02 -5.60 -0.75
H -9.28 -7.34 2.86
H -7.96 -6.25 2.52
N 3.20 6.72 0.02
C 2.52 5.88 0.83
N 3.06 5.74 2.05
O 1.51 5.30 0.48
H 4.04 7.20 0.29
H 2.83 6.85 -0.91
H 2.58 5.12 2.69
H 3.89 6.20 2.36
N 6.65 5.27 -0.52
C 7.03 6.53 -0.80
N 7.76 6.66 -1.92
O 6.73 7.48 -0.09
H 6.89 4.48 -1.08
H 6.10 5.13 0.32
H 8.06 7.59 -2.17
H 8.01 5.89 -2.52
N 10.56 7.52 0.77
C 11.53 8.17 0.10
N 11.16 8.61 -1.12
O 12.65 8.34 0.55
H 9.63 7.37 0.41
H 10.79 7.17 1.69
H 11.86 9.10 -1.66
H 10.25 8.48 -1.51
N 1.19 -4.62 2.06
C 2.05 -5.49 1.49
N 2.92 -6.06 2.34
O 2.03 -5.75 0.29
H 1.19 -4.40 3.04
H 0.52 -4.18 1.45
H 3.58 -6.72 1.95
H 2.95 -5.86 3.33
N 6.45 8.19 3.25
C 5.33 8.34 3.99
N 5.12 9.59 4.44
O 4.56 7.42 4.23
H 7.09 8.93 3.05
H 6.64 7.26 2.90
H 4.29 9.75 4.99
H 5.74 10.36 4.25
N -11.71 -6.45 6.01
C -10.85 -7.32 5.44
N -9.98 -7.88 6.29
O -10.87 -7.57 4.24
H -11.71 -6.22 6.99
H -12.38 -6.00 5.40
H -9.32 -8.54 5.90
H -9.95 -7.68 7.28
*
```

HOMO-LUMO gap	8.35	eV
E_HOMO	-8.9335	eV
E	-108846.1355	eV

Here are the Mulliken charges for atoms 1 to 4, given in e:
1 C -1.007
2 C 0.400
3 C -0.757
4 C -0.336

***

# 5
DFT (the ωB97M-V functional and the def2-TZVPD basis) results for an isolated molecule of C22H31N3O2.

Structure (ORCA input):
```
! wB97M-V def2-TZVPD RIJCOSX def2/J DEFGRID3
* xyz 0 1
C -5.85 -3.17 0.18
C -4.89 -2.03 0.01
C -4.76 -1.06 0.99
C -3.88 0.00 0.82
C -3.13 0.11 -0.34
N -2.29 1.22 -0.50
C -1.07 1.17 -1.13
O -0.58 0.16 -1.59
N -0.43 2.38 -1.24
C -0.93 3.67 -0.83
C -0.31 4.11 0.52
C 0.82 3.15 0.88
C 0.18 1.84 1.37
O -0.91 1.85 1.93
N 0.88 0.72 1.20
C 0.36 -0.60 1.50
C 1.50 -1.55 1.81
C 2.52 -1.69 0.70
C 2.26 -1.46 -0.58
C 3.26 -1.62 -1.69
C 4.46 -2.44 -1.25
C 4.96 -1.94 0.10
C 3.88 -2.16 1.16
C 1.75 3.00 -0.32
C 0.99 2.38 -1.51
C -3.26 -0.86 -1.33
C -4.13 -1.92 -1.14
H -6.12 -3.30 1.23
H -6.77 -2.98 -0.38
H -5.42 -4.10 -0.19
H -5.33 -1.13 1.90
H -3.77 0.74 1.60
H -2.35 1.87 0.28
H -0.64 4.38 -1.61
H -2.02 3.65 -0.79
H -1.06 4.08 1.31
H 0.07 5.13 0.44
H 1.38 3.55 1.74
H 1.72 0.71 0.64
H -0.24 -0.97 0.65
H -0.31 -0.50 2.36
H 1.08 -2.54 2.03
H 2.01 -1.21 2.71
H 1.28 -1.13 -0.90
H 3.58 -0.63 -2.02
H 2.76 -2.09 -2.54
H 4.18 -3.49 -1.16
H 5.26 -2.37 -2.00
H 5.18 -0.87 0.02
H 5.87 -2.45 0.39
H 3.81 -3.23 1.39
H 4.16 -1.65 2.08
H 2.64 2.41 -0.08
H 2.10 4.00 -0.58
H 1.18 2.96 -2.43
H 1.28 1.35 -1.69
H -2.67 -0.79 -2.23
H -4.22 -2.66 -1.92
*
```

HOMO-LUMO gap	8.63	eV
E_HOMO	-7.9154	eV
E	-31884.3562	eV
ΔE to the lowest compared entry with this formula, charge and spin	0.0	kJ/mol

Here are the Mulliken charges for atoms 1 to 4, given in e:
1 C -1.413
2 C 0.926
3 C -0.941
4 C -0.413

***

# 6
DFT (the ωB97M-V functional and the def2-TZVPD basis) results for a structure of composition C30H61Br23ClFN2O3P at a distorted geometry.

Structure (ORCA input):
```
! wB97M-V def2-TZVPD RIJCOSX def2/J DEFGRID3
* xyz -1 1
C -3.44 -6.85 -2.78
C -3.76 -5.32 -2.77
P -2.34 -4.23 -3.45
F -2.98 -2.95 -2.51
Cl -1.11 -4.74 -1.72
Br -3.75 -3.50 -5.17
N -0.98 -3.10 -3.95
C -1.39 -2.01 -4.27
O -1.57 -0.99 -4.76
O -1.69 -5.51 -4.32
C -1.19 -5.36 -5.62
C -2.02 -6.31 -6.62
N -2.66 -5.52 -7.69
C -1.86 -5.46 -8.92
C -1.52 -4.00 -9.34
C -2.57 -2.94 -8.88
O -0.27 -3.65 -8.68
H -2.47 -7.10 -2.32
H -4.22 -7.39 -2.18
H -3.52 -7.27 -3.80
H -4.65 -5.18 -3.42
H -4.06 -4.98 -1.76
H -0.15 -5.79 -5.65
H -1.14 -4.38 -6.12
H -2.83 -6.76 -6.01
H -1.32 -7.08 -7.03
H -3.53 -5.98 -7.94
H -0.94 -6.09 -8.89
H -2.49 -5.89 -9.75
H -1.37 -3.86 -10.44
H -3.59 -3.35 -8.78
H -2.63 -2.16 -9.68
H -2.19 -2.44 -7.97
H 0.41 -3.95 -9.31
Br 2.15 -0.28 -1.46
C 0.71 0.89 -0.88
C -0.55 0.11 -0.58
Br -1.46 -0.42 -2.21
H 0.57 1.64 -1.65
H 1.08 1.38 0.02
H -1.26 0.73 -0.04
H -0.36 -0.80 0.00
Br 0.44 -0.37 3.88
C 1.55 1.09 3.24
C 0.90 2.42 3.49
Br -0.53 2.77 2.21
H 1.75 0.90 2.19
H 2.48 1.00 3.80
H 1.62 3.23 3.34
H 0.47 2.51 4.48
Br 0.09 5.54 4.99
C -1.77 5.70 4.43
C -2.54 6.62 5.34
Br -2.98 5.74 7.03
H -2.18 4.69 4.39
H -1.73 6.10 3.42
H -3.50 6.88 4.90
H -2.00 7.52 5.59
Br -4.86 10.00 9.53
C -6.36 9.26 8.54
C -5.89 8.39 7.40
Br -5.25 9.47 5.91
H -6.97 10.10 8.21
H -6.92 8.68 9.26
H -6.72 7.81 7.00
H -5.08 7.72 7.68
Br 1.67 1.91 7.20
C 0.23 3.09 7.79
C -1.02 2.31 8.08
Br -1.93 1.78 6.44
H 0.10 3.84 7.01
H 0.60 3.57 8.69
H -1.74 2.93 8.62
H -0.84 1.40 8.65
Br -0.50 -9.10 -6.29
C -0.51 -10.69 -7.41
C -0.11 -10.37 -8.82
Br -1.56 -9.51 -9.80
H -1.51 -11.13 -7.33
H 0.21 -11.37 -6.95
H 0.10 -11.29 -9.38
H 0.75 -9.71 -8.88
Br -5.21 13.48 5.59
C -4.32 12.95 3.94
C -5.17 13.27 2.73
Br -6.62 11.98 2.53
H -4.09 11.89 4.03
H -3.40 13.52 3.91
H -4.58 13.18 1.82
H -5.62 14.25 2.77
Br 4.18 -2.66 2.63
C 4.78 -2.68 4.48
C 4.03 -1.68 5.32
Br 4.66 0.13 4.98
H 5.85 -2.50 4.47
H 4.59 -3.69 4.84
H 4.20 -1.85 6.38
H 2.95 -1.68 5.13
Br 2.44 -1.71 -7.81
C 3.44 -3.04 -6.80
C 4.20 -3.98 -7.71
Br 3.01 -5.29 -8.54
H 2.72 -3.56 -6.17
H 4.13 -2.47 -6.18
H 4.92 -4.56 -7.15
H 4.71 -3.46 -8.52
Br 8.71 -3.21 4.50
C 9.82 -1.74 3.86
C 9.17 -0.41 4.11
Br 7.74 -0.06 2.83
H 10.02 -1.93 2.81
H 10.75 -1.82 4.42
H 9.89 0.40 3.96
H 8.73 -0.32 5.10
Br 4.32 4.00 3.24
C 4.92 3.97 5.10
C 4.16 4.97 5.93
Br 4.79 6.79 5.61
H 5.99 4.15 5.08
H 4.73 2.96 5.45
H 4.34 4.79 6.99
H 3.09 4.96 5.74
*
```

HOMO-LUMO gap	6.50	eV
E_HOMO	-5.2944	eV
E	-1676732.6529	eV

Here are the Mulliken charges for atoms 1 to 4, given in e:
1 C -0.836
2 C -0.782
3 P 1.207
4 F -0.357

***

# 7
DFT (the ωB97M-V functional and the def2-TZVPD basis) results for a cluster of 9 separate species, H18O9 in total at a distorted geometry.

Structure (ORCA input):
```
! wB97M-V def2-TZVPD RIJCOSX def2/J DEFGRID3
* xyz 0 1
O 4.91 -18.84 -14.72
H 5.56 -19.46 -14.95
H 4.15 -19.45 -14.64
O 3.89 -18.83 -11.80
H 4.12 -18.86 -12.71
H 3.01 -18.48 -11.77
O 5.85 -21.42 -12.72
H 4.94 -21.54 -12.89
H 6.23 -21.48 -13.64
O 1.52 -20.08 -16.07
H 1.52 -19.27 -15.60
H 1.43 -19.76 -16.98
O 7.23 -20.30 -14.76
H 7.64 -19.63 -14.22
H 7.64 -20.11 -15.60
O 3.15 -20.78 -14.01
H 2.57 -20.92 -14.78
H 2.69 -20.86 -13.18
O 3.71 -16.90 -16.72
H 4.01 -15.96 -16.63
H 4.08 -17.34 -15.95
O 6.83 -18.63 -12.53
H 7.50 -18.94 -11.91
H 6.39 -19.44 -12.73
O 1.33 -17.82 -14.42
H 0.70 -17.22 -14.85
H 2.10 -17.30 -14.48
*
```

HOMO-LUMO gap	11.13	eV
E_HOMO	-10.8418	eV
E	-18720.2490	eV
ΔE to the lowest compared entry with this formula, charge and spin	182.0	kJ/mol

Here are the Mulliken charges for atoms 1 to 4, given in e:
1 O -0.620
2 H 0.392
3 H 0.257
4 O -0.629

***

# 8
DFT (the ωB97M-V functional and the def2-TZVPD basis) results for the ion C4H9N4 with charge +1 at a distorted geometry.

Structure (ORCA input):
```
! wB97M-V def2-TZVPD RIJCOSX def2/J DEFGRID3
* xyz 1 1
C 0.05 -0.49 -0.20
C -0.02 -1.93 0.18
C -2.55 -0.30 -0.42
C 2.49 1.97 0.75
N 1.12 0.19 -0.09
N -1.14 0.99 -1.81
N -1.29 0.20 -0.99
N 1.85 1.12 -0.30
H 1.12 -2.27 0.30
H -0.41 -2.13 1.20
H -0.75 -2.51 -0.43
H -3.45 -0.02 -1.06
H -2.48 -1.37 -0.26
H -2.67 0.13 0.51
H 2.25 1.67 1.65
H 3.57 1.74 0.57
H 2.32 3.00 0.38
*
```

HOMO-LUMO gap (spin up / spin down)	7.66 / 7.67	eV
E_HOMO (spin up / spin down)	-13.3041 / -13.3116	eV
E	-10241.5654	eV
ΔE to the lowest compared entry with this formula, charge and spin	620.7	kJ/mol

Here are the Mulliken charges for atoms 1 to 4, given in e:
1 C 0.586
2 C -1.231
3 C -0.642
4 C -0.660